Record 1
This record from the Open Molecules 2025 dataset describes 16 unconnected molecules or ions with the total composition C37H111N5O16. The level of theory is wB97M-V/def2-TZVPD.

* 2S+1: 1
* HOMO level: -8.982 eV
* LUMO energy: 0.2 eV
* strongest force on any atom: 0.0244 hartree/bohr

Geometry as XYZ:
```
169
Properties=species:S:1:pos:R:3:forces:R:3:mulliken_charge:R:1
C -15.329 6.831 2.592 0.26 0.28 -0.05 -0.78
O -14.586 8.047 2.766 -0.32 -0.16 -0.05 -0.39
H -15.163 6.458 1.579 0.03 0.01 0.03 0.20
H -14.968 6.089 3.302 -0.06 -0.03 0.04 0.35
H -16.401 6.983 2.722 0.13 0.02 0.15 0.31
H -15.181 8.756 3.021 -0.04 -0.05 0.01 0.22
C -17.522 14.002 -1.089 0.19 0.20 -0.16 0.04
O -16.902 15.151 -0.539 -0.05 -0.32 0.03 -0.65
H -17.552 14.081 -2.181 -0.19 -0.14 0.03 0.15
H -17.002 13.068 -0.833 0.03 0.07 0.06 -0.17
H -18.541 13.939 -0.709 -0.05 0.06 -0.02 0.26
H -16.002 15.151 -0.908 0.04 0.09 0.14 0.44
C -12.197 7.547 0.039 -0.16 0.12 0.21 -0.24
O -12.045 7.442 -1.360 -0.19 0.01 0.22 -0.60
H -12.101 8.583 0.380 0.09 -0.05 0.04 -0.04
H -13.177 7.188 0.396 0.05 -0.02 -0.14 0.05
H -11.438 6.962 0.557 0.09 0.01 -0.13 0.37
H -12.479 8.242 -1.735 0.27 -0.17 -0.25 0.49
C -19.353 10.380 1.058 -0.09 0.26 0.00 -0.48
O -19.989 9.914 -0.121 0.10 0.26 0.30 -0.11
H -19.129 11.444 0.959 -0.01 -0.04 -0.21 0.26
H -20.002 10.288 1.937 0.08 -0.19 -0.01 0.27
H -18.404 9.860 1.231 -0.08 -0.03 0.12 0.00
H -19.954 8.944 -0.079 -0.11 -0.34 -0.29 0.04
C -17.978 5.938 -3.664 0.33 -0.33 -0.04 -0.38
O -19.255 6.557 -3.547 0.08 -0.16 -0.09 -0.45
H -17.407 6.322 -4.515 -0.08 0.02 0.01 0.12
H -17.404 6.133 -2.758 -0.12 0.16 0.02 -0.03
H -18.061 4.852 -3.757 -0.05 0.05 -0.04 0.43
H -19.823 6.192 -4.233 -0.07 0.09 -0.01 0.16
C -17.332 14.244 -8.101 0.12 0.57 -0.31 -1.41
C -17.743 12.992 -7.397 -0.23 -0.73 0.02 0.40
O -16.705 12.025 -7.544 -0.13 0.31 0.20 -0.50
H -16.399 14.645 -7.702 0.03 -0.09 0.01 0.25
H -18.084 15.032 -8.026 -0.08 -0.09 0.13 0.38
H -17.193 14.043 -9.165 0.11 -0.03 0.04 0.33
H -18.670 12.610 -7.855 0.06 0.03 0.06 0.27
H -17.975 13.161 -6.336 0.14 0.13 -0.02 0.03
H -17.017 11.205 -7.128 -0.04 -0.13 -0.12 0.22
C -17.985 8.839 -8.792 -0.49 -0.85 -0.38 -1.48
C -18.564 8.767 -7.394 0.86 -0.12 0.63 0.39
O -17.813 9.631 -6.531 -0.31 0.52 -0.23 0.12
H -18.090 7.853 -9.260 0.04 0.05 0.06 0.44
H -16.921 9.059 -8.776 -0.02 0.30 0.01 0.22
H -18.551 9.501 -9.445 0.32 0.41 0.13 0.39
H -18.405 7.763 -6.977 -0.40 -0.13 -0.25 0.11
H -19.628 9.004 -7.393 -0.02 -0.02 0.08 0.03
H -18.240 9.690 -5.647 -0.12 -0.02 -0.10 -0.24
C -22.963 9.138 -1.638 0.43 -0.14 -0.45 -0.48
C -23.195 9.121 -0.144 0.35 -0.29 -0.05 -0.07
O -24.516 8.702 0.190 0.03 0.38 0.02 -0.57
H -23.045 8.134 -2.071 -0.16 0.04 0.03 0.39
H -21.957 9.490 -1.889 0.04 -0.05 0.28 -0.17
H -23.643 9.808 -2.165 -0.24 -0.09 0.16 0.39
H -22.987 10.114 0.250 -0.47 0.03 0.19 0.26
H -22.486 8.453 0.360 0.13 0.02 -0.17 -0.03
H -24.673 7.878 -0.280 -0.05 -0.01 0.03 0.32
C -13.704 12.535 -0.633 -0.37 0.03 -0.14 1.28
C -13.412 14.017 -0.634 0.17 0.15 -0.04 -0.40
O -14.344 14.648 -1.500 0.08 0.15 0.00 -0.59
H -14.777 12.402 -0.472 0.07 -0.12 0.23 -0.23
H -13.132 11.954 0.088 0.04 0.06 -0.02 -0.33
H -13.524 12.167 -1.643 0.10 -0.06 0.02 -0.77
H -12.382 14.197 -0.968 -0.08 0.06 -0.08 0.32
H -13.490 14.489 0.349 -0.14 -0.22 0.08 0.31
H -13.889 14.911 -2.327 0.04 0.19 -0.07 0.25
C -22.025 8.377 -5.486 -0.43 -0.47 0.11 -0.13
C -22.662 8.052 -6.820 -0.13 1.24 0.18 -0.66
O -21.875 7.107 -7.526 -0.36 0.05 0.03 -0.50
H -21.908 7.436 -4.942 0.27 0.15 0.15 0.08
H -22.710 9.000 -4.908 0.04 0.03 -0.01 0.25
H -21.083 8.911 -5.585 0.13 -0.16 -0.01 -0.11
H -22.750 9.007 -7.364 0.14 -0.24 -0.25 0.31
H -23.700 7.736 -6.666 0.14 -0.43 0.00 0.46
H -22.377 6.890 -8.317 0.22 -0.16 -0.10 0.30
C -21.978 12.174 -3.604 -0.76 0.08 -0.06 -0.74
C -20.558 12.534 -3.197 -0.53 -0.88 0.30 1.04
O -20.412 13.913 -2.965 0.38 0.19 -0.25 -0.58
H -22.721 12.607 -2.921 0.27 -0.07 0.26 0.39
H -22.158 11.097 -3.591 0.19 0.01 -0.10 -0.23
H -22.294 12.564 -4.575 0.45 -0.04 -0.12 0.33
H -19.851 12.188 -3.952 0.03 0.51 -0.23 -0.31
H -20.297 11.937 -2.306 -0.06 0.23 0.09 -0.28
H -20.953 14.154 -2.208 -0.01 -0.02 0.01 0.36
C -14.411 13.821 -5.024 -0.47 -0.37 -0.22 -1.11
C -12.978 14.013 -4.584 -0.24 0.32 0.73 1.55
C -11.988 13.960 -5.721 0.22 0.23 -0.10 -1.21
O -12.058 12.701 -6.325 0.11 -0.20 -0.11 -0.09
C -10.918 12.387 -7.101 -0.31 -0.33 0.08 -0.95
N -12.862 15.264 -3.799 0.26 0.10 -0.30 -0.68
H -14.735 14.514 -5.806 0.21 0.15 0.05 0.24
H -15.095 13.925 -4.179 0.08 0.04 0.04 0.17
H -14.552 12.819 -5.436 0.06 0.07 -0.03 0.33
H -12.756 13.210 -3.871 0.17 -0.06 -0.13 -0.50
H -10.972 14.151 -5.340 -0.04 -0.05 0.03 0.41
H -12.216 14.766 -6.441 0.01 -0.07 -0.02 0.37
H -10.018 12.348 -6.477 0.04 0.24 -0.08 0.39
H -10.807 13.084 -7.936 0.17 0.04 0.04 0.33
H -11.077 11.382 -7.493 -0.04 0.07 -0.08 0.22
H -13.063 16.074 -4.381 -0.22 -0.12 0.02 0.27
H -11.904 15.409 -3.489 -0.04 -0.16 0.01 0.27
C -17.013 11.297 -3.545 -0.50 0.08 -0.06 0.29
C -17.308 9.810 -3.318 0.08 0.77 -0.88 2.39
C -17.187 9.452 -1.851 -0.33 0.49 -0.25 0.25
O -15.874 9.694 -1.437 0.52 -0.32 0.32 0.20
C -15.636 9.278 -0.101 -0.75 0.17 -0.21 0.04
N -18.645 9.504 -3.868 0.56 -0.16 0.08 0.92
H -17.037 11.557 -4.606 0.20 -0.26 -0.06 -0.44
H -16.052 11.597 -3.129 -0.04 0.03 0.09 -0.02
H -17.820 11.896 -3.110 0.25 0.02 0.30 -0.88
H -16.583 9.278 -3.945 -0.05 -0.33 0.35 -1.18
H -17.472 8.406 -1.674 -0.01 0.01 0.05 -0.30
H -17.867 10.123 -1.302 -0.11 -0.35 0.07 -0.22
H -16.229 9.908 0.578 0.32 0.09 0.09 0.16
H -14.572 9.359 0.089 0.05 -0.05 0.16 -0.01
H -16.006 8.255 0.046 0.36 -0.03 -0.04 -0.51
H -19.365 9.861 -3.246 -0.05 -0.08 -0.04 -0.83
H -18.737 8.494 -3.935 -0.40 0.10 0.28 0.03
C -12.032 11.029 2.276 -0.24 -0.03 0.21 -1.15
C -11.627 10.260 3.523 -0.27 -0.42 -0.06 0.05
C -12.543 10.592 4.705 0.36 -0.29 -0.24 -0.43
O -12.594 11.978 4.893 0.13 0.34 0.34 -0.31
C -13.234 12.358 6.095 -0.01 -0.14 -0.17 -0.75
N -11.670 8.815 3.206 -0.38 0.25 0.60 -0.49
H -12.029 12.104 2.452 0.16 0.01 -0.07 0.38
H -13.064 10.760 2.016 0.08 -0.06 0.00 0.03
H -11.396 10.757 1.436 0.08 0.09 0.00 0.41
H -10.612 10.506 3.844 0.06 0.10 -0.25 0.47
H -12.108 10.093 5.585 -0.27 0.03 0.12 0.42
H -13.551 10.185 4.523 -0.01 -0.03 0.04 0.12
H -14.318 12.212 6.017 0.02 0.04 0.07 0.29
H -13.011 13.408 6.267 -0.09 0.05 -0.04 0.24
H -12.864 11.780 6.951 0.03 -0.02 -0.06 0.31
H -11.330 8.281 4.004 0.16 0.10 -0.10 0.32
H -12.660 8.553 3.148 0.37 -0.04 -0.30 0.18
C -17.978 6.228 0.714 0.03 -0.05 0.07 -1.11
C -19.369 5.887 0.235 -0.18 -0.10 -0.27 0.54
C -20.301 5.658 1.391 -0.17 -0.08 0.50 -1.08
O -21.584 5.346 0.881 0.47 0.14 -0.22 -0.32
C -22.495 5.028 1.886 -0.66 0.02 0.51 -0.83
N -19.910 6.977 -0.577 0.09 0.20 -0.06 0.25
H -17.573 5.409 1.313 0.06 0.02 -0.06 0.64
H -17.986 7.133 1.326 -0.10 0.00 -0.10 0.01
H -17.313 6.402 -0.134 0.03 -0.05 0.04 0.11
H -19.331 4.944 -0.332 0.02 0.06 -0.02 0.26
H -20.340 6.559 2.027 -0.12 0.01 -0.13 0.36
H -19.940 4.841 2.034 0.01 -0.02 -0.15 0.53
H -22.196 4.141 2.459 0.07 0.00 -0.09 0.33
H -23.461 4.837 1.419 0.07 -0.08 -0.05 0.26
H -22.642 5.854 2.597 0.14 0.01 -0.07 0.34
H -19.432 6.999 -1.474 -0.12 0.05 0.01 -0.57
H -20.882 6.780 -0.795 0.02 -0.04 0.05 0.26
C -12.006 9.737 -4.764 0.60 0.08 0.18 -1.64
C -13.323 9.442 -4.094 -0.54 -0.12 0.31 2.22
C -13.753 7.994 -4.325 0.37 -0.21 0.41 -0.88
O -14.007 7.689 -5.670 0.00 0.01 -0.33 -0.56
C -15.194 8.264 -6.173 -0.10 -0.38 0.11 -0.09
N -13.209 9.650 -2.631 -0.43 0.53 -0.12 -0.35
H -11.689 10.770 -4.588 -0.19 -0.01 -0.17 0.31
H -12.030 9.549 -5.836 -0.16 0.08 -0.02 0.37
H -11.216 9.108 -4.339 -0.15 -0.11 0.03 0.29
H -14.118 10.092 -4.488 0.20 0.10 -0.11 -0.73
H -14.611 7.730 -3.683 -0.10 0.19 -0.11 0.11
H -12.934 7.343 -4.007 -0.02 0.01 -0.03 0.55
H -15.294 7.959 -7.213 0.11 0.09 -0.05 0.27
H -15.200 9.353 -6.108 -0.07 -0.02 -0.05 0.21
H -16.069 7.859 -5.641 0.07 0.19 0.04 -0.17
H -12.883 10.601 -2.488 0.46 -0.18 -0.02 0.20
H -14.152 9.713 -2.235 0.13 -0.35 -0.25 0.22
```
Forces are in eV/Å.


Record 2
This record from the Open Molecules 2025 dataset describes a molecular structure, C37H23F15GeN4O4S3SiW. The level of theory is wB97M-V/def2-TZVPD.

* 2S+1: 1
* HOMO level (spin up / spin down): -7.052 / -7.042 eV
* LUMO energy (spin up / spin down): -1.5 / -1.6 eV
* strongest force on any atom: 0.0737 hartree/bohr

Geometry as XYZ:
```
89
Properties=species:S:1:pos:R:3:forces:R:3:mulliken_charge:R:1
W -0.366 0.743 -0.212 -3.01 -1.20 -1.96 0.57
O -2.271 -1.014 2.740 -0.03 -0.21 -0.10 -0.60
C -1.906 0.240 2.236 0.10 0.44 0.67 0.99
O -1.774 0.172 0.845 -1.23 -0.55 0.94 -0.40
C -0.535 0.689 2.755 -0.10 0.02 -1.16 0.01
C -0.114 0.801 4.050 1.02 0.28 0.19 -0.05
C 1.190 1.277 4.317 -1.04 -0.38 -0.08 -1.33
C 2.031 1.564 3.271 -0.02 0.01 -0.92 -0.65
C 1.552 1.412 1.968 -1.91 -0.47 0.86 0.71
N 0.249 1.038 1.713 1.91 0.46 2.46 0.67
C 2.255 1.624 0.720 1.43 0.27 -1.62 0.35
O 3.444 1.868 0.570 -1.60 -0.66 0.68 -0.74
O 1.377 1.516 -0.300 2.75 0.23 0.82 -0.18
H -1.700 -1.696 2.358 0.00 0.11 0.00 0.49
H -0.771 0.532 4.851 -0.17 -0.07 0.20 0.32
H 1.509 1.391 5.339 0.10 0.02 0.13 0.49
H 3.044 1.904 3.408 0.13 0.00 0.01 0.64
C 3.414 -2.822 0.754 -0.17 0.33 -0.45 -0.80
S 3.415 -2.108 -0.916 0.47 -0.17 0.00 -0.02
C 1.902 -1.278 -0.963 -1.30 -0.31 0.83 0.60
S 0.706 -1.531 0.320 0.51 0.81 -0.73 -0.67
N 1.640 -0.566 -2.009 0.45 0.13 -0.94 -1.50
N 0.423 0.020 -2.000 0.11 0.99 -1.41 0.75
C -0.158 0.380 -3.157 1.25 -1.01 1.20 -0.62
C -1.540 0.574 -3.038 -1.34 0.24 0.86 0.73
C -2.437 0.790 -4.111 0.52 -0.18 0.40 -1.17
C -3.783 0.754 -3.880 -0.15 -0.01 0.44 -0.26
C -4.242 0.551 -2.566 0.36 0.09 -0.35 -0.92
C -3.328 0.427 -1.548 -0.13 0.04 0.49 0.10
N -1.999 0.422 -1.734 0.67 0.15 -1.07 -0.08
H 4.307 -3.432 0.810 0.13 -0.08 0.01 0.38
H 3.450 -2.019 1.483 0.02 -0.03 0.14 0.21
H 2.525 -3.426 0.897 0.04 -0.12 0.08 0.30
H 0.391 0.360 -4.086 0.02 -0.28 -0.03 0.47
H -2.036 0.950 -5.099 0.06 -0.01 -0.11 0.46
H -4.490 0.882 -4.687 -0.01 0.03 -0.07 0.45
H -5.295 0.508 -2.350 -0.14 -0.02 0.09 0.45
H -3.649 0.315 -0.516 0.06 0.00 -0.17 0.33
C -5.399 -0.249 3.856 0.55 0.49 0.12 -1.22
Si -3.898 0.847 4.283 -0.63 0.30 0.22 0.56
C -2.986 -0.057 5.698 -0.10 0.36 -0.55 -1.26
C -4.446 2.562 4.938 0.12 -0.74 -0.20 -1.17
C -2.973 1.256 2.642 0.15 -0.56 0.38 -0.41
H -5.911 -0.559 4.761 -0.07 -0.05 0.20 0.35
H -5.074 -1.140 3.328 0.11 -0.17 -0.07 0.35
H -6.124 0.262 3.230 -0.10 0.17 -0.16 0.32
H -3.724 -0.509 6.356 -0.22 0.00 0.04 0.45
H -2.395 0.619 6.309 0.14 0.14 0.08 0.25
H -2.354 -0.858 5.328 0.08 -0.13 -0.05 0.43
H -5.032 2.448 5.844 -0.16 -0.04 0.22 0.36
H -5.062 3.093 4.219 -0.09 0.04 -0.19 0.34
H -3.601 3.201 5.182 0.22 0.00 -0.02 0.30
H -2.514 2.240 2.675 -0.04 0.13 0.04 -0.37
H -3.718 1.285 1.844 -0.15 -0.04 0.04 0.52
F 2.556 5.374 1.362 0.51 0.04 0.09 -0.32
C 2.976 4.709 0.272 -0.13 0.00 -0.38 0.65
C 2.031 4.220 -0.602 -0.53 -0.12 0.08 -0.52
C 2.453 3.491 -1.699 -0.08 0.20 0.06 0.45
F 1.474 3.005 -2.494 0.72 0.12 -0.28 -0.49
C 3.794 3.284 -1.968 -0.28 0.26 0.08 0.11
F 4.192 2.601 -3.038 0.03 -0.05 0.00 -0.38
C 4.739 3.825 -1.095 -0.45 0.24 0.03 0.39
F 6.034 3.668 -1.349 -0.04 -0.05 0.07 -0.34
C 4.332 4.530 0.034 -0.12 0.07 -0.26 0.28
F 5.235 5.041 0.869 0.13 -0.04 0.06 -0.36
Ge 0.085 4.545 -0.438 0.33 1.24 0.08 2.30
S -1.383 2.962 -0.680 0.47 -0.24 -0.12 -0.78
C -0.260 5.543 1.279 0.04 -0.27 -0.27 -0.90
C -0.297 6.918 1.413 -0.01 -0.29 0.20 0.42
F -0.014 7.678 0.350 -0.04 0.33 0.24 -0.31
C -0.604 7.525 2.628 0.01 -0.20 -0.04 0.14
F -0.631 8.852 2.740 -0.01 0.02 0.01 -0.31
C -0.881 6.736 3.743 0.09 -0.16 -0.33 0.44
F -1.175 7.303 4.910 0.02 0.00 -0.08 -0.32
C -0.842 5.349 3.636 0.08 0.14 -0.28 -0.30
F -1.103 4.579 4.696 0.00 -0.01 0.04 -0.34
C -0.522 4.794 2.408 -0.05 0.22 -0.25 0.07
F -0.460 3.456 2.272 -0.07 0.20 0.61 0.87
C -0.307 5.909 -1.864 -0.13 -0.31 0.20 -0.74
C -1.596 6.415 -1.884 0.31 0.00 -0.19 0.24
F -2.429 6.002 -0.918 -0.37 0.21 -0.14 -0.32
C -2.028 7.336 -2.828 0.13 -0.09 0.02 0.08
F -3.278 7.801 -2.821 0.00 0.01 0.01 -0.30
C -1.132 7.780 -3.798 0.19 -0.26 0.31 0.63
F -1.519 8.660 -4.718 0.02 -0.09 0.09 -0.30
C 0.177 7.307 -3.790 -0.09 -0.12 0.15 0.01
F 1.046 7.731 -4.708 -0.04 0.04 0.00 -0.30
C 0.568 6.386 -2.822 -0.21 -0.02 0.10 0.45
F 1.839 5.964 -2.819 0.01 0.24 -0.35 -0.22
```
Forces are in eV/Å.